The following is a DFT calculation (the ωB97M-V functional and the def2-TZVPD basis) of C48H37CsN2OP2SSe2 as an isolated structure.

**Electronic energy**: -7939.90542 hartree
**Kohn-Sham gap**: 5.095 eV
**Relative energy (zero: lowest compared OMol25 entry of this formula, charge and spin)**: 94.1 kJ/mol

Geometry (Å):
1 Cs -0.743170 -0.424450 -1.303240
2 O -0.159936 3.592371 -1.309417
3 S -0.201752 2.539911 -0.299557
4 C -1.735611 2.775977 0.628638
5 C -2.666163 3.729557 0.267077
6 C -3.794122 3.901937 1.054686
7 C -3.965135 3.134512 2.196243
8 C -3.048303 2.151479 2.526791
9 C -1.934264 1.938454 1.721270
10 P -0.648862 0.666349 2.046023
11 C -0.787792 0.721313 3.872469
12 C -0.031287 1.702373 4.509022
13 C -0.185926 1.936959 5.862750
14 C -1.092783 1.186440 6.593471
15 C -1.811168 0.175241 5.975505
16 C -1.660438 -0.063395 4.620369
17 C -1.543436 -0.887643 1.695448
18 C -2.826370 -1.001258 1.167053
19 C -3.352562 -2.255149 0.899294
20 C -2.613284 -3.397199 1.163348
21 C -1.332816 -3.291076 1.686170
22 C -0.797741 -2.043467 1.936739
23 C 0.855505 3.092928 1.070574
24 C 0.633621 4.258281 1.776920
25 C 1.535623 4.637482 2.760281
26 C 2.633403 3.837476 3.034809
27 C 2.846280 2.661076 2.332225
28 C 1.963884 2.286436 1.325417
29 P 2.102012 0.795674 0.269924
30 C 3.578292 -0.007626 0.988543
31 C 3.440045 -0.596537 2.246125
32 C 4.486921 -1.307968 2.800699
33 C 5.676956 -1.445202 2.101282
34 C 5.808534 -0.888788 0.840093
35 C 4.764090 -0.173680 0.281223
36 C 2.816390 1.618533 -1.201833
37 C 2.569736 1.067982 -2.456114
38 C 3.028091 1.702263 -3.596781
39 C 3.743661 2.883978 -3.490573
40 C 4.015418 3.419951 -2.242603
41 C 3.556457 2.792440 -1.101051
42 H -2.485167 4.341322 -0.605259
43 H -4.532068 4.643514 0.790840
44 H -4.817505 3.302542 2.838894
45 H -3.196040 1.552178 3.413827
46 H 0.673254 2.287349 3.933759
47 H 0.400386 2.705181 6.348045
48 H -1.236595 1.386753 7.645035
49 H -2.496749 -0.429284 6.551783
50 H -2.224558 -0.852246 4.141653
51 H -3.426462 -0.117273 0.979890
52 H -4.346411 -2.344313 0.477333
53 H -3.038678 -4.369767 0.970534
54 H -0.756600 -4.181255 1.893498
55 H 0.203212 -1.945672 2.345759
56 H -0.233885 4.864113 1.560035
57 H 1.378043 5.552092 3.313048
58 H 3.331526 4.131129 3.803780
59 H 3.702642 2.042832 2.561005
60 H 2.501279 -0.485284 2.779161
61 H 4.372972 -1.767058 3.772830
62 H 6.494866 -2.001649 2.534630
63 H 6.725817 -1.015791 0.284242
64 H 4.867085 0.253772 -0.706407
65 H 2.027485 0.130017 -2.532176
66 H 2.819899 1.273612 -4.567222
67 H 4.090123 3.385159 -4.381295
68 H 4.579886 4.335718 -2.155467
69 H 3.772904 3.214904 -0.129867
70 Se -3.474955 1.306582 -3.300723
71 N -2.001663 0.410736 -3.569370
72 C -1.987990 -0.010042 -4.833566
73 C -0.972036 -0.777589 -5.435935
74 C -1.108601 -1.135571 -6.746480
75 C -2.235129 -0.749628 -7.507471
76 C -3.242830 -0.005961 -6.961371
77 C -3.143602 0.379534 -5.607730
78 N -4.047650 1.093855 -4.937775
79 H -0.127337 -1.096787 -4.846287
80 H -0.343277 -1.734146 -7.217683
81 H -2.293197 -1.057962 -8.543000
82 H -4.111076 0.290437 -7.530850
83 Se -0.496089 -3.090766 -2.708692
84 C -0.874863 -4.907018 -2.352201
85 C 0.050208 -5.680840 -1.666149
86 C -0.190329 -7.026301 -1.477393
87 C -1.351955 -7.602151 -1.964340
88 C -2.283693 -6.821167 -2.627804
89 C -2.050669 -5.474877 -2.823173
90 H 0.957015 -5.215130 -1.302806
91 H 0.540699 -7.629886 -0.958017
92 H -1.526576 -8.659399 -1.834977
93 H -3.192833 -7.266879 -3.006899
94 H -2.764230 -4.855573 -3.350506

Atoms 1-6, force components in eV/Å:
Cs 0.321 -0.426 0.617
O -0.134 0.790 -1.203
S -0.079 1.071 1.528
C -0.119 -0.532 0.096
C 0.137 0.156 -0.274
C 0.027 -0.022 0.056

---

The following is a DFT calculation (the ωB97M-V functional and the def2-TZVPD basis) of one molecule with the formula C3H5NO3.

**Electronic energy**: -397.81034 hartree
**Kohn-Sham gap**: 10.733 eV
**Relative energy (zero: lowest compared OMol25 entry of this formula, charge and spin)**: 69.2 kJ/mol

Geometry (Å):
1 C 1.329812 1.396278 -0.612349
2 N 0.666332 0.186078 -0.206709
3 C -0.643118 0.204428 0.234241
4 O -1.374928 1.181958 0.264571
5 C -1.147978 -1.162762 0.735681
6 O -1.121098 -1.528282 1.893221
7 O -1.552038 -1.948122 -0.271419
8 H 1.658242 1.931248 0.282761
9 H 0.647602 2.030348 -1.185049
10 H 2.195712 1.132218 -1.223879
11 H 1.208052 -0.659882 -0.080609
12 H -1.866588 -2.763512 0.169541

Atoms 1-6, force components in eV/Å:
C 0.257 0.259 0.115
N -1.570 -0.575 0.412
C 0.406 0.429 -0.088
O 0.809 -0.822 -0.145
C 0.630 -0.342 0.930
O -0.149 0.612 -1.185

---

The following is a DFT calculation (the ωB97M-V functional and the def2-TZVPD basis) of one molecule with the formula C4H4OS.

**Electronic energy**: -628.16666 hartree
**Kohn-Sham gap**: 8.419 eV
**Relative energy (zero: lowest compared OMol25 entry of this formula, charge and spin)**: 179.4 kJ/mol

Geometry (Å):
1 O 2.328489 -0.098488 -0.277212
2 C 1.159150 -0.035489 -0.072015
3 C 0.097111 1.066588 0.045606
4 C -0.983875 0.060228 -0.100736
5 S -2.587221 -0.099234 -0.181050
6 C 0.004534 -1.015428 0.023721
7 H -0.042379 1.569938 0.950091
8 H 0.049480 1.870747 -0.566966
9 H -0.161405 -1.796971 -0.788496
10 H 0.136119 -1.521889 0.967056

Atoms 1-6, force components in eV/Å:
O 0.065 0.108 0.236
C -0.989 0.386 -0.718
C -0.114 -0.374 0.338
C -0.965 -0.721 1.049
S 0.487 0.654 -0.208
C 0.910 -3.245 -1.784

---

The following is a DFT calculation (the ωB97M-V functional and the def2-TZVPD basis) of a 4-piece molecular cluster, C20H38BF8N2O12S overall.

**Electronic energy**: -3018.77353 hartree
**Kohn-Sham gap**: 6.059 eV
**Total charge**: +1

Geometry (Å):
1 C -2.984305 0.107698 -3.834781
2 B -3.888784 -0.436149 -5.071121
3 O -5.154694 0.239134 -5.248340
4 N -3.476928 -1.631937 -5.992097
5 F -4.082465 -2.743542 -5.449396
6 C -1.970454 -1.916524 -5.892412
7 C -1.636474 -2.890608 -4.636765
8 C -0.033622 -2.979977 -4.377786
9 C 0.262765 -4.391393 -3.657236
10 N -0.779101 -4.839696 -2.693730
11 S -3.987190 -1.214584 -7.612822
12 O -3.245148 -1.951803 -8.701457
13 O -3.590161 0.234712 -7.795516
14 C -5.793114 -1.342390 -7.996928
15 F -5.890305 -1.683490 -9.368288
16 F -6.469280 -0.105266 -7.900000
17 C -6.674557 -2.405175 -7.210919
18 F -7.976874 -2.299143 -7.767854
19 F -6.875251 -2.094804 -5.836963
20 C -6.263329 -3.941272 -7.376133
21 F -7.308551 -4.622482 -8.036869
22 F -6.130399 -4.620254 -6.142481
23 F -5.121956 -4.169563 -8.135925
24 H -3.191817 -0.484546 -2.868637
25 H -3.341994 1.175031 -3.596205
26 H -1.878652 0.199976 -4.069573
27 H -5.794632 -0.107480 -4.578193
28 H -1.352095 -0.962189 -5.881563
29 H -1.596104 -2.509067 -6.805115
30 H -1.953167 -3.971422 -4.858729
31 H -2.119740 -2.539126 -3.670584
32 H 0.369147 -2.076928 -3.822361
33 H 0.419238 -3.067374 -5.434006
34 H 1.245074 -4.312547 -3.078338
35 H 0.400085 -5.251313 -4.403910
36 H -1.557140 -5.315625 -3.176207
37 H -1.145450 -4.075707 -2.116535
38 C -0.512640 4.917940 0.459760
39 C -0.607712 3.404495 0.435553
40 O -0.628093 2.911416 -0.912921
41 C 0.561396 2.869045 -1.528982
42 O 1.619080 3.192913 -1.053664
43 O 0.365044 2.422692 -2.781977
44 C 1.546195 2.417015 -3.584215
45 H -1.306483 5.362199 -0.146086
46 H -0.593067 5.293306 1.481541
47 H 0.436174 5.261070 0.041659
48 H -1.547061 3.092084 0.896349
49 H 0.201597 2.940052 1.005352
50 H 2.358275 1.878253 -3.092355
51 H 1.846666 3.441480 -3.811180
52 H 1.312462 1.908483 -4.520343
53 C 3.236524 3.894431 1.702889
54 C 4.231209 2.753214 1.786603
55 O 4.877297 2.727144 3.064823
56 C 4.155306 2.200657 4.065482
57 O 3.039643 1.749365 3.976655
58 O 4.882919 2.283181 5.189349
59 C 4.194124 1.838955 6.358045
60 H 3.716953 4.842494 1.958461
61 H 2.816879 3.968127 0.697757
62 H 2.414408 3.754845 2.408990
63 H 5.016593 2.900906 1.042424
64 H 3.759647 1.790448 1.571570
65 H 3.786010 0.835696 6.221572
66 H 3.401752 2.545085 6.613522
67 H 4.910222 1.810029 7.179398
68 C 3.982110 0.338618 13.443451
69 C 2.861211 0.576574 12.449751
70 O 3.361642 0.600724 11.106862
71 C 3.617734 -0.598780 10.564152
72 O 3.456391 -1.668569 11.094657
73 O 4.108682 -0.398987 9.329841
74 C 4.513151 -1.597038 8.669102
75 H 4.784161 1.066804 13.298767
76 H 3.612705 0.415546 14.467908
77 H 4.423695 -0.651346 13.311078
78 H 2.414258 1.555710 12.633934
79 H 2.065759 -0.166121 12.553150
80 H 3.711480 -2.337884 8.663407
81 H 5.407369 -2.001713 9.147074
82 H 4.755757 -1.343732 7.636608

Atoms 1-6, force components in eV/Å:
C -0.192 0.395 -0.187
B -1.965 3.995 2.899
O 1.950 -3.211 0.092
N 1.356 -0.013 1.307
F -0.937 -0.188 -0.447
C 2.795 -1.627 -0.350

---

Record-wise molecular weight values, in g/mol: 1042.7, 103.1, 100.1, 693.4